No. 1
ORCA calculation (ωB97M-V/def2-TZVPD) on a cluster of 2 separate species, C5H11N3O in total in a non-equilibrium geometry.

Each line ends with the Löwdin charge.
Geometry (Å):
N  -0.97794  -1.44631  0.00323  -0.051
H  1.76005  1.00669  1.41320  0.100
H  1.05325  -1.31617  0.65257  0.081
C  0.04897  -1.27921  1.05260  -0.060
H  0.27726  2.08093  -1.97593  0.069
H  -2.05856  -2.95877  1.02656  0.083
C  -1.93874  -2.51865  0.02813  -0.076
O  2.32315  0.08274  -0.83133  0.032
H  1.60233  3.14675  -1.44182  0.069
H  1.95130  1.88581  -2.56583  0.073
N  -1.51023  0.80361  1.00075  0.144
N  1.56019  1.62722  0.64296  0.143
C  1.32960  2.12824  -1.70772  -0.005
C  1.67078  1.07899  -0.60082  -0.584
H  -2.92937  -2.15125  -0.23940  0.081
H  -2.41849  0.94279  0.56151  0.053
H  -1.62244  -3.31467  -0.64548  0.082
H  -0.02315  -1.82427  1.98979  0.111
C  -0.96388  -0.28757  0.74701  -0.438
H  0.86592  2.31312  0.89005  0.093

Energy above the lowest of the compared OMol25 structures with the same formula, charge and spin = 221.8 kJ/mol
HOMO = -9.4 eV
LUMO level = 0.893 eV
SMILES = [H]/N=C1/CN1C.CC(N)=O
Net charge = 0

---

No. 2
ORCA calculation (ωB97M-V/def2-TZVPD) on an isolated molecule of C5H11N3O in a non-equilibrium geometry.

Each line ends with the Löwdin charge.
Geometry (Å):
H  -0.55114  -2.61561  0.05481  0.096
H  -0.41430  -1.62977  -2.01334  0.126
H  -2.85284  0.78526  1.53262  0.151
C  -0.84318  -0.21261  1.49318  -0.145
H  1.68126  -0.32786  -2.55652  0.111
H  0.05396  -0.53218  2.13814  0.134
C  -1.65425  1.06347  1.67891  -0.266
O  -1.04319  2.04151  0.78224  -0.142
H  1.02589  1.77692  -1.58426  0.131
N  -0.09512  -1.73259  0.05437  -0.129
C  0.47646  -1.55865  -1.28321  -0.187
H  1.87044  -0.11132  0.55955  0.084
C  1.33456  -0.31224  -1.57162  -0.275
N  -1.07284  -0.76282  0.29915  0.002
C  2.00996  0.34363  -0.41572  -0.144
H  -0.92495  1.55887  -0.08809  0.061
N  0.85102  0.93278  -1.00008  -0.016
H  1.04934  -2.47734  -1.47536  0.111
H  -1.35960  1.43104  2.89591  0.167
H  3.04477  0.80668  -0.60474  0.130

Energy above the lowest of the compared OMol25 structures with the same formula, charge and spin = 495.6 kJ/mol
HOMO = -8.6 eV
LUMO level = 1.012 eV
SMILES = OC/C=N/NC[C@@H]1CN1
Net charge = 0

---

No. 3
ORCA calculation (ωB97M-V/def2-TZVPD) on a cluster of 2 separate species, C5H11N3O2PS in total in a non-equilibrium geometry.

Each line ends with the Löwdin charge.
Geometry (Å):
C  2.61125  0.84097  -1.99244  -0.007
C  -1.60596  0.94214  0.36555  -0.446
O  1.12031  0.03455  0.37709  -0.051
H  -2.20890  -1.91776  -0.94300  0.148
O  -0.45645  -1.15467  -1.57629  -0.076
H  2.78326  1.26073  -2.99332  0.111
H  3.14355  1.39708  -1.16383  0.126
H  1.33803  -3.63996  0.41556  -0.033
C  -2.74782  1.77194  2.57737  -0.214
C  0.64985  0.65023  -0.53938  -0.599
H  0.52953  1.58832  -2.17275  0.184
H  -2.92857  1.29497  3.45234  0.000
C  -1.06258  -1.77070  -0.72570  -0.540
H  -1.74343  2.19548  2.60600  0.072
H  1.29744  -2.09227  1.97062  0.017
N  -0.48846  -2.32446  0.33724  -0.221
N  -0.68150  1.16635  -0.36011  0.260
H  -3.75430  2.32006  2.54780  0.095
H  2.81777  -0.19125  -1.96562  0.066
N  1.20758  0.96713  -1.67763  0.043
S  -2.90479  0.53583  1.15353  1.119
H  1.98721  -1.54356  -0.28339  0.040
P  1.09698  -2.33113  0.59033  0.905

Energy above the lowest of the compared OMol25 structures with the same formula, charge and spin = 249.9 kJ/mol
HOMO = -12.4 eV
LUMO level = -5.022 eV
Net charge = +1

---

No. 4
ORCA calculation (ωB97M-V/def2-TZVPD) on an isolated molecule of C5H11N3OS in a non-equilibrium geometry.

Each line ends with the Löwdin charge.
Geometry (Å):
H  -1.41311  1.53162  -1.54678  0.141
C  -1.11782  -0.95479  -0.29783  -0.537
N  -1.44068  -1.56336  -1.34880  0.152
H  -0.37883  3.45377  -0.66948  0.091
H  -1.86873  -0.04915  1.44026  0.132
C  -0.46582  1.31111  -1.01118  -0.144
N  1.53357  0.17411  1.75713  -0.181
H  -2.22688  -1.88985  1.16534  0.066
H  1.46630  -2.27106  -0.45804  0.109
H  1.15366  2.59655  -0.27973  0.064
S  1.37255  -0.22892  0.30167  0.634
C  -0.23065  0.17961  -0.41499  -0.297
H  -2.16987  -2.40413  -1.20192  0.119
H  0.56544  3.07968  -1.91895  0.126
N  1.21953  -1.84813  0.46806  -0.110
C  0.25909  2.56044  -0.90101  -0.114
H  1.85459  -2.15682  1.21883  0.092
C  -1.58947  -1.07877  1.07236  -0.032
O  2.36957  -0.08546  -0.74250  -0.327
H  1.86052  1.08934  1.81070  -0.018
H  -0.75296  -1.44580  1.55687  0.036

Energy above the lowest of the compared OMol25 structures with the same formula, charge and spin = 302.2 kJ/mol
HOMO = -9.3 eV
LUMO level = 0.827 eV
SMILES = [H]/N=C(C)/C(=C/C)[S@@](=N)(N)=O
Net charge = 0

---

No. 5
ORCA calculation (ωB97M-V/def2-TZVPD) on a structure of composition C5H11N3OS in a non-equilibrium geometry.

Each line ends with the Löwdin charge.
Geometry (Å):
C  -0.96564  -0.94520  -0.32317  -0.396
N  1.51698  0.59586  0.81896  -0.276
N  -2.42710  0.73143  0.77040  0.077
C  -2.44406  -1.19705  -0.57010  -0.171
H  -2.58252  -2.34901  -0.36820  0.153
H  0.84022  2.52359  0.86364  0.128
H  -4.09950  -0.46393  0.59250  0.092
C  1.55758  1.88776  0.15331  -0.153
S  1.90482  -0.69570  -0.04808  0.801
N  -0.08658  -0.55941  -1.08227  0.044
H  3.92098  -1.12703  -1.07026  -0.014
H  2.63367  2.26144  0.01775  0.099
C  -3.10963  -0.23233  0.32665  -0.291
H  -0.76341  -1.31235  0.68726  0.104
C  3.46726  -0.29786  -0.62403  -0.180
O  1.69616  -1.84722  0.79619  -0.373
H  -2.99704  -1.13357  -1.56773  0.135
H  3.25793  0.39385  -1.39520  -0.013
H  -3.00695  1.38585  1.49189  0.124
H  0.71363  0.44020  1.31227  0.042
H  0.97321  1.94072  -0.78180  0.067

Energy above the lowest of the compared OMol25 structures with the same formula, charge and spin = 581.4 kJ/mol
HOMO (alpha / beta) = -8.0 / -8.0 eV
LUMO level (alpha / beta) = -0.289 / -0.288 eV
Net charge = 0

---

No. 6
ORCA calculation (ωB97M-V/def2-TZVPD) on an isolated molecule of C5H11N3OS2 in a non-equilibrium geometry.

Each line ends with the Löwdin charge.
Geometry (Å):
S  -0.83639  -1.36776  -0.95795  0.917
H  2.71458  -1.64437  0.25539  0.080
N  0.28330  2.54132  1.10340  0.011
N  0.06944  1.18674  0.97944  -0.039
H  -0.02739  -2.50437  1.38268  0.105
O  -2.33667  0.87258  -0.85094  -0.217
H  0.90395  3.00342  0.39173  0.094
C  -2.07558  -0.26511  -0.25260  -1.165
H  -0.43087  -0.96127  2.10076  0.046
H  2.24061  -0.98496  -1.35242  0.112
C  0.65020  0.56122  0.04625  -0.253
H  1.39049  -1.27023  2.15600  0.138
H  -1.55241  0.59152  -2.65822  0.054
C  1.85706  -1.66587  -0.44259  -0.110
H  -0.54382  3.08090  1.20316  0.064
S  -3.04688  -0.69452  0.96727  0.710
C  0.38689  -1.42857  1.49682  -0.152
H  1.44585  1.16650  -0.65939  0.171
H  1.73510  -2.68000  -0.90178  0.086
N  -1.50839  1.26029  -1.92930  0.060
C  0.62956  -0.90325  0.10854  -0.796
H  -1.94862  2.10582  -2.18625  0.083

Energy above the lowest of the compared OMol25 structures with the same formula, charge and spin = 481.0 kJ/mol
HOMO = -8.3 eV
LUMO level = 0.071 eV
SMILES = CC(C)(/C=N/N)SC(=S)ON
Net charge = 0

---

Question: net charge of number 1 (C5H11N3O)?
Answer: 0